No. 1
Here is a structure of composition C17H13N11O3S3SbTc from OMol25. Energies are from ωB97M-V with the def2-TZVPD basis set.

Geometry as XYZ:
```
49
Properties=species:S:1:pos:R:3
Tc -0.352 -0.671 0.068
C -2.705 0.011 3.577
O -2.391 1.397 3.743
C -2.275 2.141 2.599
C -2.923 3.358 2.571
C -2.825 4.201 1.464
C -2.080 3.789 0.381
C -1.425 2.551 0.375
C -0.603 2.234 -0.778
N -0.097 1.089 -1.042
N 0.741 1.063 -2.150
C 1.337 -0.093 -2.190
O 1.164 -1.041 -1.352
C 2.303 -0.340 -3.301
C 2.586 0.642 -4.246
C 3.483 0.387 -5.270
C 4.109 -0.851 -5.360
C 3.830 -1.831 -4.417
C 2.930 -1.577 -3.392
C -1.484 1.704 1.504
O -0.834 0.574 1.606
H -3.373 -0.253 4.399
H -1.804 -0.596 3.624
H -3.204 -0.170 2.624
H -3.517 3.631 3.436
H -3.338 5.155 1.455
H -1.988 4.423 -0.494
H -0.363 3.041 -1.467
H 2.091 1.600 -4.156
H 3.699 1.157 -6.003
H 4.812 -1.049 -6.161
H 4.314 -2.798 -4.480
H 2.696 -2.324 -2.646
N 1.032 -1.984 3.085
C 1.799 -1.097 2.344
N 2.981 -0.688 2.765
N 3.396 0.154 1.792
N 2.516 0.229 0.855
N 1.472 -0.562 1.174
C -0.177 -2.474 2.700
N -0.906 -3.350 3.409
N -1.993 -3.570 2.681
N -1.914 -2.860 1.606
N -0.779 -2.150 1.572
H 1.402 -2.269 3.973
S -4.641 -4.083 -0.384
Sb -2.910 -2.661 -0.378
S -0.843 -2.821 -1.360
S -2.947 -0.365 -0.354
```

Properties
- Multiplicity: 1
- Charge: -2
- Kohn-Sham gap: 6.50 eV
- ΔE to the lowest compared entry with this formula, charge and spin: 0.0 kcal/mol

=====

No. 2
Here is a structure of composition C17H14BF8N7Ru at a distorted geometry from OMol25. Energies are from ωB97M-V with the def2-TZVPD basis set.

Geometry as XYZ:
```
48
Properties=species:S:1:pos:R:3
Ru 0.496 0.204 0.279
C 2.064 3.885 1.563
C 2.106 2.775 0.745
N 0.941 2.102 0.832
N 0.162 2.764 1.719
C 0.814 3.832 2.168
B -1.237 2.199 2.058
N -1.988 1.980 0.737
C -3.113 2.550 0.283
C -3.404 2.012 -0.954
C -2.379 1.095 -1.182
N -1.527 1.083 -0.158
N -0.989 0.818 2.724
C -1.357 0.361 3.924
C -0.923 -0.948 4.061
C -0.271 -1.230 2.869
N -0.337 -0.163 2.067
H 2.832 4.624 1.708
H 2.892 2.432 0.096
H 0.348 4.498 2.875
H -1.837 2.930 2.782
H -3.634 3.285 0.874
H -4.239 2.239 -1.591
H -2.245 0.440 -2.026
H -1.891 1.001 4.606
H -1.052 -1.600 4.904
H 0.231 -2.131 2.556
F 1.017 -3.820 -5.176
C -0.123 -3.904 -4.483
F -1.130 -3.583 -5.306
F -0.288 -5.169 -4.094
C -0.098 -2.954 -3.304
C -0.317 -3.402 -2.015
C -0.312 -2.475 -0.988
N -0.122 -1.172 -1.211
C 0.097 -0.744 -2.464
C 0.115 -1.603 -3.539
H -0.479 -4.449 -1.804
H -0.476 -2.773 0.039
H 0.237 0.325 -2.595
H 0.289 -1.226 -4.537
F 2.036 -2.036 1.125
C 2.267 -0.722 0.766
F 2.886 -0.129 1.820
C 3.274 -0.796 -0.396
F 4.476 -1.211 -0.041
F 3.392 0.425 -0.966
F 2.798 -1.618 -1.346
```

Properties
- Multiplicity: 2
- ⟨S²⟩: 0.756
- Charge: +1
- Kohn-Sham gap (alpha / beta): 8.22 / 7.61 eV
- ΔE to the lowest compared entry with this formula, charge and spin: 11.5 kcal/mol

=====

No. 3
Here is a structure of composition C17H14Br2N3O7Ti from OMol25. Energies are from ωB97M-V with the def2-TZVPD basis set.

Geometry as XYZ:
```
44
Properties=species:S:1:pos:R:3
Ti 1.545 0.069 -0.206
N 1.108 0.586 1.919
C 1.443 -0.585 2.752
C 2.770 -1.137 2.244
O 3.602 -1.579 3.034
N 2.882 -1.014 0.912
C 4.211 -0.996 0.351
C 4.391 0.385 -0.282
O 5.467 0.827 -0.617
O 3.245 1.028 -0.435
H 1.675 1.386 2.182
H 0.129 0.844 1.982
H 0.669 -1.340 2.620
H 1.540 -0.343 3.810
H 4.317 -1.735 -0.448
H 4.979 -1.169 1.104
O 0.095 3.899 -4.114
C 0.255 3.241 -2.935
C -0.158 3.820 -1.723
C 0.012 3.114 -0.560
N 0.578 1.904 -0.595
C 0.981 1.356 -1.724
Br 1.847 -1.671 -2.042
C 0.833 1.987 -2.947
H -0.318 4.752 -3.947
H -0.622 4.800 -1.707
H -0.314 3.502 0.397
H 1.157 1.524 -3.869
Br -2.624 1.042 -1.758
C -3.071 -0.955 0.241
C -4.454 -1.098 0.192
C -5.019 -2.352 0.340
C -4.203 -3.462 0.528
C -2.829 -3.311 0.574
C -2.246 -2.057 0.427
C -0.738 -1.937 0.494
O -0.088 -2.875 0.913
O -0.297 -0.781 0.123
H -5.079 -0.228 0.029
H -6.095 -2.464 0.304
H -4.643 -4.445 0.635
H -2.166 -4.152 0.724
O -2.234 1.188 0.967
C -2.534 0.432 0.109
```

Properties
- Multiplicity: 1
- Charge: -1
- Kohn-Sham gap: 7.60 eV
- ΔE to the lowest compared entry with this formula, charge and spin: 0.0 kcal/mol

=====

No. 4
Here is a structure of composition C17H14BrClO2Pt at a distorted geometry from OMol25. Energies are from ωB97M-V with the def2-TZVPD basis set.

Geometry as XYZ:
```
36
Properties=species:S:1:pos:R:3
C 0.459 1.272 -1.473
C 0.671 1.641 -0.041
C 1.864 0.920 0.377
H 0.105 2.419 0.489
C 2.223 0.012 -0.629
C 1.367 0.183 -1.761
H 1.539 -0.230 -2.761
H -0.198 1.874 -2.071
H 2.445 1.133 1.285
H 3.179 -0.484 -0.622
Pt -0.873 0.053 -0.238
Br -2.989 0.738 -1.098
C -3.748 -2.030 -2.762
C -2.770 -2.230 -3.746
C -2.636 -1.008 -4.503
H -2.191 -3.127 -3.909
C -3.531 -0.071 -3.978
C -4.255 -0.703 -2.905
H -5.136 -0.284 -2.386
H -4.098 -2.754 -2.034
H -1.940 -0.843 -5.314
H -3.690 0.949 -4.318
Cl 2.633 0.025 8.065
C 1.839 0.211 6.536
C 0.984 1.312 6.314
C 0.387 1.481 5.058
C 0.568 0.540 4.000
C 1.423 -0.541 4.239
C 2.035 -0.718 5.498
C -0.143 0.697 2.646
O -0.599 1.848 2.486
O -0.145 -0.312 1.813
H 0.842 2.011 7.139
H -0.278 2.351 4.940
H 1.579 -1.282 3.451
H 2.697 -1.536 5.716
```

Properties
- Multiplicity: 3
- ⟨S²⟩: 2.017
- Charge: -2
- Kohn-Sham gap (alpha / beta): 4.00 / 3.88 eV

=====

The records above give, respectively, electronic energy values of -81618.963 -53281.920 -199867.234 -107759.530 eV.